Record 1
# C37H31BF4GeN6O5SSc

A structure of composition C37H31BF4GeN6O5SSc (wB97M-V/def2-TZVPD, the Open Molecules 2025 dataset).

XYZ file:
```
87
Properties=species:S:1:pos:R:3:mulliken_charge:R:1
Ge 0.89928 0.81816 -2.72492 0.261
Sc 0.48583 0.06320 1.22822 -0.687
S 1.22563 2.32695 -0.27388 -0.149
F -3.15040 -0.42735 -0.29836 -0.357
F -3.49391 0.14278 1.89989 -0.389
F -1.44145 0.55361 0.91107 0.574
F -3.30677 1.79586 0.30772 -0.285
O -4.94386 -3.46455 3.69185 -0.515
O 2.36178 -3.39132 -0.56300 -0.648
O 3.85329 -0.94517 -0.74728 -0.665
O -3.27450 -1.20832 6.45807 -0.656
O 0.93803 2.17385 1.21712 -0.146
N 2.61348 0.44906 2.25847 0.171
N -4.08637 -1.34877 4.32848 0.115
N -0.51280 -2.11357 1.05422 0.627
N 1.93540 -1.36783 0.49598 0.540
N 0.84385 0.91103 -0.84230 0.758
N -0.35830 0.59165 3.41326 0.310
C -0.08015 -1.88897 -2.92016 -0.335
C -0.05548 -3.22584 -3.28887 -0.812
C -1.63970 0.84985 -4.19137 -0.114
C 2.15469 -1.62248 -3.77577 -0.097
C 4.40554 3.94185 -3.45951 -0.494
C 4.65104 0.99370 1.11985 -0.401
C -1.22296 -0.26070 3.96895 -0.514
C 3.11557 -0.75376 0.19465 -0.331
C -2.93449 1.26057 -4.47182 -0.689
C 1.07980 -3.76514 -3.87611 -0.587
C 0.22121 -2.99571 0.36224 0.719
C 3.68798 1.76091 -2.73678 0.365
C 3.46139 0.29330 1.23235 0.852
C 3.12121 4.21676 -3.90434 -0.715
C -0.86679 1.52993 -3.25189 -0.130
C 5.00275 1.87253 2.12786 -0.618
C -1.53064 2.38121 4.48846 -1.375
C -2.43519 1.49102 5.03917 -0.211
C -3.47455 2.35171 -3.80910 -0.508
C -1.75196 -2.47759 1.39702 0.078
C 4.68856 2.71043 -2.88459 -0.920
C -1.41309 2.64067 -2.61268 -0.042
C 4.14937 2.00666 3.21486 -0.856
C -2.28636 0.14245 4.75578 0.294
C 1.63407 -2.60326 -0.00274 -0.213
C -5.06733 -2.38499 4.58439 -0.608
C -2.29926 -3.70366 1.07140 -1.276
C 2.96881 1.28778 3.23039 -0.089
C 2.39108 2.03651 -3.16618 -0.265
C 2.12034 3.26643 -3.76095 -0.100
C -2.71082 3.04660 -2.88305 -0.774
C -1.53067 -4.61236 0.36103 -0.652
C 1.02300 -1.07765 -3.17754 0.169
C -0.24409 -4.24951 0.00689 -0.574
C -3.25288 -0.87491 5.28974 -0.016
C -0.52521 1.89495 3.67366 -0.146
C 2.18930 -2.96718 -4.10901 -0.649
B -2.95549 0.53237 0.66493 0.008
H -3.13075 3.89587 -2.36011 0.408
H -0.92254 -3.84909 -3.10988 0.487
H -0.82596 3.18742 -1.88669 0.328
H 5.92546 2.43434 2.07289 0.446
H -2.33123 -1.75753 1.95801 0.534
H -5.24306 -3.19827 2.81769 0.302
H 3.00952 -0.98718 -3.97569 0.293
H 0.17416 2.57293 3.20575 0.694
H 1.09862 -4.81058 -4.15826 0.386
H 1.11617 3.47791 -4.11286 0.401
H 3.08232 -3.39080 -4.54970 0.420
H -1.92881 -5.58125 0.08976 0.446
H -3.30860 -3.93858 1.37598 0.337
H -4.06555 -0.91883 3.41252 0.241
H 3.91819 0.80526 -2.28668 0.351
H -4.87161 -2.76420 5.58291 0.395
H 5.18652 4.68443 -3.56494 0.384
H -3.52523 0.72105 -5.20167 0.426
H -1.22213 -0.01137 -4.70162 0.407
H -0.96690 -1.46729 -2.45399 0.566
H -3.25421 1.83168 5.65914 0.519
H 2.27363 1.37706 4.05631 0.527
H 5.69459 2.48874 -2.54845 0.427
H -6.07373 -1.95684 4.54906 0.337
H 2.89757 5.17426 -4.35785 0.403
H 5.26643 0.82659 0.24761 0.540
H -1.61307 3.44350 4.66717 0.441
H 0.42235 -4.90044 -0.53969 0.567
H 4.39542 2.66032 4.03968 0.427
H -1.06312 -1.31519 3.77154 0.943
H -4.49126 2.66228 -4.01369 0.382
```

Values from the calculation:
* multiplicity: 2
* E_tot: -5793.93220 hartree
* lowest unoccupied orbital energy (alpha / beta): -0.01164 / -0.01245 Eh
* maximum force: 1.32 eV Å⁻¹
* HOMO energy (alpha / beta): -7.11 / -9.08 eV

=====

Record 2
# C6H7N2O4

A structure of composition C6H7N2O4 (wB97M-V/def2-TZVPD, the Open Molecules 2025 dataset).

XYZ file:
```
19
Properties=species:S:1:pos:R:3:mulliken_charge:R:1
O -1.80618 0.23933 -0.79356 -0.812
O -1.13072 1.94093 2.19493 -0.583
O -2.57621 -0.00730 1.41648 -0.509
O 1.19097 2.36819 -0.15427 -0.675
N -0.73839 -1.13938 0.63568 -0.633
N 0.47263 -1.02357 -0.01147 0.211
C -0.56846 1.54165 1.20909 0.532
C 1.36954 -0.92806 -2.23533 -0.913
C 0.38109 -1.18046 -1.40951 0.125
C 0.65001 1.50585 0.54715 0.531
C -1.57626 0.03173 0.44125 0.475
C 1.29642 0.09689 0.58224 -1.109
H -0.63427 -1.30822 1.67773 0.288
H 1.22846 -1.16856 -3.28066 0.253
H -0.69402 -1.18785 -1.73880 0.328
H 2.22894 0.24958 0.14044 0.437
H 1.58076 -0.23800 1.60173 0.347
H -2.99515 0.84188 1.24221 0.400
H 2.32085 -0.63463 -2.06535 0.307
```

Values from the calculation:
* net charge: -1
* E_tot: -643.21840 hartree
* lowest unoccupied orbital energy: 0.13885 Eh
* maximum force: 3.34 eV Å⁻¹
* HOMO energy: -3.29 eV

=====

Record 3
# C55H64Cl2KN7O8P2S

A structure of composition C55H64Cl2KN7O8P2S (wB97M-V/def2-TZVPD, the Open Molecules 2025 dataset).

XYZ file:
```
140
Properties=species:S:1:pos:R:3:mulliken_charge:R:1
K -0.09838 1.27349 0.34917 1.934
Cl -0.19182 1.26121 -4.90982 -0.208
Cl -3.26763 5.66871 -5.40736 -0.308
S 1.73856 -5.05201 -3.88637 1.107
P 2.72471 -1.44417 0.98211 0.542
P 1.06474 3.28886 2.48247 0.870
O 2.12208 -4.44442 -2.63932 -0.575
O 4.52671 0.08650 -4.70048 -0.696
O -7.08623 2.38931 -2.26509 -0.507
O -1.07978 3.50250 0.10050 0.446
O 0.36939 -5.46657 -4.09373 -0.731
O 3.71397 -1.49843 -5.94058 -0.707
O -1.57330 0.51118 2.19313 -0.236
O -0.18223 1.98839 -2.02253 -0.275
N -6.15550 -2.45122 1.78923 -0.453
N -2.48385 0.05532 -0.34142 1.061
N 1.54625 -1.78413 -4.19435 0.811
N 3.69769 -0.77908 -4.93193 1.197
N 1.21681 -0.60608 -2.34034 0.854
N 2.38153 0.65224 3.12846 0.155
N -7.15558 -2.08106 1.10516 -0.838
C 2.83740 -2.99395 3.35978 -0.242
C 2.49135 3.01848 3.60758 0.551
C 1.40878 -2.60921 0.32153 4.161
C 2.60827 -0.90261 -4.04146 -0.648
C 4.08072 1.50971 4.65271 -0.488
C -7.11737 1.35782 -1.36360 0.661
C 2.17284 -3.96915 -5.22474 -0.879
C -4.86905 -1.92873 1.68938 0.028
C -6.58667 1.43428 -0.07816 -0.129
C -0.85385 2.77054 -2.71692 -0.889
C -1.61824 4.15962 -0.76719 -0.645
C 4.51115 -2.35590 -0.95352 -1.285
C -0.98353 2.62756 -4.15940 0.512
C -3.05316 -1.09211 3.10154 -1.296
C -0.13775 3.96855 3.73869 0.573
C 2.95310 1.67494 3.78727 -0.625
C -2.36125 4.57861 -4.36999 0.094
C -6.12234 3.40343 -2.03586 -0.570
C 4.64687 2.55961 5.33628 -0.593
C -1.59138 3.89866 -2.19363 0.952
C 2.47394 -0.60051 3.63450 -1.168
C 1.45353 -4.09774 0.65601 -2.158
C 2.46655 -2.13115 5.55055 -0.725
C -4.20976 -1.39283 0.53234 0.742
C 5.46574 -1.65517 1.25918 -1.812
C -7.12451 -0.89469 0.30185 -0.396
C -4.56549 -1.70934 -0.79506 -0.404
C -1.39359 4.55174 3.09522 -1.428
C 4.13492 3.85268 5.21782 -1.214
C 2.37201 -0.19291 -2.89513 -0.681
C 2.67334 4.41371 0.54867 -1.681
C 2.32734 -0.86808 5.02650 -0.108
C -7.73948 -0.92434 -0.94508 -0.151
C -3.09377 -0.54978 0.69969 -0.373
C 4.29855 -2.34878 0.55849 0.525
C 2.65705 -1.73260 2.78892 1.355
C -7.73039 0.18305 -1.77765 -0.668
C -4.18320 -1.85169 2.90831 -0.137
C -2.31005 4.77277 -3.01821 -0.840
C -6.60424 0.31931 0.74476 -0.033
C -3.92679 -1.10079 -1.84083 -1.272
C 2.75637 -3.21910 4.72382 -1.087
C 3.06614 4.04479 4.35366 -0.564
C -1.69300 3.48703 -4.94569 -0.714
C -0.52406 -2.28627 -2.86169 -0.455
C -2.49948 -0.30376 2.04567 0.219
C 0.74626 -1.56264 -3.12003 0.031
C 2.78565 -6.46399 -4.15280 -0.546
C 1.52965 4.80672 1.48640 1.607
C -2.90554 -0.18175 -1.56266 -0.825
C -0.50825 2.83053 4.69271 -1.593
C 1.82322 6.15085 2.15099 -1.992
C 2.64079 -7.41824 -2.97285 -1.146
C 0.04838 -2.02929 0.72100 -1.870
C 1.29196 -2.72525 -5.26892 -1.331
H -0.77299 -2.62662 0.31322 0.540
H 1.51783 -2.51572 -0.76171 -2.633
H 3.23756 -8.31314 -3.14596 0.404
H -8.18753 -1.85394 -1.27682 0.375
H -8.16316 0.14258 -2.76923 0.381
H 3.80387 -6.08648 -4.25231 0.338
H 5.35628 -1.68606 2.34345 0.360
H -5.13564 2.97431 -1.84158 0.187
H -0.94964 1.99595 4.14227 0.075
H 2.34936 -2.28041 6.61958 0.333
H 2.64867 5.03988 4.28016 0.385
H 0.37091 2.45710 5.22036 0.279
H -6.13080 2.34499 0.28281 0.344
H 3.22254 -3.69620 -5.13019 0.546
H 3.57785 4.19299 1.12141 0.262
H 0.37492 4.75178 4.30891 0.394
H -2.83694 5.60726 -2.56697 0.399
H -6.07991 4.00145 -2.94346 0.245
H -6.40491 4.04575 -1.19639 0.312
H -6.14743 0.37746 1.72415 0.410
H 2.11061 -0.03076 5.67884 0.513
H -4.64193 -2.36801 3.74589 0.372
H -2.39139 0.34810 -2.35994 0.540
H -1.74562 3.32334 -6.01397 0.474
H 1.60082 -7.71537 -2.84322 0.333
H -1.91257 3.79108 2.51072 0.017
H 6.41539 -2.13000 0.99103 0.458
H -5.34726 -2.43441 -0.97739 0.588
H 2.90061 5.22341 -0.15181 0.458
H 2.46387 -6.91345 -5.09221 0.420
H 0.63672 4.93767 0.86997 -0.517
H 2.83312 6.18212 2.56071 0.412
H 4.24088 -3.38334 0.91231 0.199
H -2.07601 4.91632 3.87029 0.577
H 2.42310 3.52537 -0.03461 0.277
H 5.50139 2.37263 5.98033 0.342
H 1.19829 -4.27672 1.70051 0.451
H 5.45828 -2.84398 -1.20946 0.579
H 4.49191 0.51444 4.76837 0.392
H 0.24272 -3.01187 -5.21896 0.552
H 1.75363 6.95106 1.40559 0.461
H 3.71222 -2.87820 -1.47943 -0.025
H 0.71725 -4.62534 0.04024 0.411
H 4.55415 4.67980 5.77747 0.383
H -0.94836 -1.88056 -1.94776 -1.102
H -1.24002 -2.13227 -3.67247 0.873
H -1.16696 5.38391 2.42406 0.259
H 2.42714 -4.54831 0.44825 0.363
H -1.23281 3.18038 5.43577 0.526
H -0.07266 -1.00736 0.36469 -0.380
H 3.06682 -3.83382 2.71591 0.310
H 2.02027 -4.55648 -6.13162 0.612
H 5.51818 -0.60382 0.96362 0.374
H 2.89853 -4.21245 5.13130 0.378
H -0.05335 -2.01534 1.80895 0.622
H 1.47357 -2.22028 -6.21510 0.405
H 1.11977 6.38601 2.95247 0.343
H -4.19992 -1.32023 -2.86574 0.520
H 2.97291 0.59349 -2.47156 0.521
H 4.55491 -1.33166 -1.33381 0.235
H 2.97609 -6.94291 -2.05308 0.256
H -2.20529 5.06142 -0.47915 0.038
H -0.36438 -3.35884 -2.73721 0.046
H -2.57935 -1.02090 4.07191 0.406
```

Values from the calculation:
* net charge: -2
* E_tot: -5720.66374 hartree
* lowest unoccupied orbital energy: 0.10259 Eh
* maximum force: 0.97 eV Å⁻¹
* HOMO energy: -1.44 eV